1.
4 unconnected molecules or ions with the total composition C16H29FO11. Source: OMol25; level of theory: the ωB97M-V functional and the def2-TZVPD basis.

Results
highest occupied orbital energy: -10.569 eV
multiplicity: 1
SMILES: CC[C@@]1(F)C[C@H](C)C(=O)O1.COC(=O)OC.COC(=O)OC.COC(=O)OC
charge: 0
maximum force: 1.82 eV/A
gap between HOMO and LUMO: 11.1 eV

XYZ file:
```
57
C16H29FO11, DFT the ωB97M-V functional and the def2-TZVPD basis
F 1.986 -0.150 0.881
O -3.216 -2.808 -0.994
O -1.839 -4.639 2.298
O -2.214 -1.196 -2.012
O -0.030 5.851 -2.234
O -0.329 -5.675 3.621
O 2.076 2.015 1.225
O 0.423 5.297 -4.375
O 0.323 -4.897 1.716
O -2.604 -3.111 -3.146
O 0.378 2.589 -0.151
O 0.718 7.381 -3.558
C -3.753 -4.133 -0.980
C 1.176 7.780 -4.849
C -0.836 0.051 1.327
C -0.084 1.268 1.898
C -0.726 -5.033 2.524
C 0.374 6.093 -3.475
C 2.209 0.784 1.912
C -1.365 -5.889 4.581
C 0.729 2.041 0.865
C -0.432 4.493 -1.994
C 3.577 0.458 2.436
C -2.674 -2.439 -2.152
C -1.593 -0.662 -3.184
C 4.714 0.861 1.463
C 1.046 0.859 2.875
C 0.019 -4.261 0.470
H 0.915 -0.052 3.448
H -0.910 -6.415 5.415
H 4.352 1.524 0.686
H -1.213 0.264 0.330
H -1.767 -4.940 4.931
H 5.463 1.416 2.024
H -0.852 1.846 2.404
H -1.277 4.234 -2.632
H -0.162 -0.797 1.273
H 1.182 1.766 3.458
H 0.394 3.816 -2.164
H -1.268 0.344 -2.932
H 2.067 7.223 -5.131
H 0.947 -4.205 -0.092
H -2.303 -0.615 -4.008
H 0.394 7.641 -5.594
H -4.556 -4.236 -1.708
H -2.160 -6.501 4.160
H -0.700 -4.854 -0.092
H 1.420 8.836 -4.778
H 5.210 -0.014 1.059
H -0.737 4.436 -0.960
H -1.667 -0.232 1.965
H -2.972 -4.866 -1.175
H -0.363 -3.255 0.632
H -0.728 -1.259 -3.467
H 3.618 -0.624 2.529
H -4.150 -4.297 0.017
H 3.770 0.888 3.415
```



2.
A molecular structure, C33H28FeN3O5P. Source: OMol25; level of theory: the ωB97M-V functional and the def2-TZVPD basis.

Results
highest occupied orbital energy (spin up / spin down): -7.818 / -7.827 eV
multiplicity: 5
<S²>: 6.01
charge: 0
maximum force: 1.46 eV/A
gap between HOMO and LUMO (spin up / spin down): 7.6 / 7.6 eV
energy relative to the best compared isomer or geometry (same formula, charge and spin): 25.1 kcal/mol

XYZ file:
```
71
C33H28FeN3O5P, DFT the ωB97M-V functional and the def2-TZVPD basis
Fe -1.665 0.169 0.419
P -4.652 2.451 -0.012
O -3.447 -0.475 1.832
O 2.586 -3.917 -2.665
O -0.653 -1.004 -0.829
O -0.718 -1.019 1.972
O -3.520 -0.713 -0.362
N 8.054 -2.034 3.479
N 2.552 0.612 0.564
N 0.444 1.178 0.274
C 6.085 0.002 1.434
C -5.117 0.766 0.648
C 4.684 -1.499 2.704
C 0.191 -1.950 -0.638
C 5.949 -1.021 2.369
C 2.038 -4.099 -0.406
C -3.787 1.433 -4.442
C 1.837 -3.443 -1.641
C 7.118 -1.585 2.987
C 3.562 -0.961 2.102
C -3.999 -0.267 0.721
C 3.704 0.068 1.180
C -4.187 2.116 -1.754
C -3.043 2.928 0.751
C 1.121 1.338 -0.916
C -5.070 1.643 -3.959
C 2.424 1.001 -0.756
C -5.265 1.990 -2.631
C -0.286 -3.059 3.040
C -0.939 4.296 2.007
C -2.702 1.588 -3.591
C 0.413 -2.596 0.620
C 2.406 -3.326 -3.938
C -2.413 4.027 0.131
C 0.939 -2.411 -1.757
C -0.233 -2.151 1.833
C -1.380 4.696 0.746
C 1.329 0.745 1.134
C 4.962 0.551 0.844
C 1.319 -3.681 0.675
C -1.537 3.222 2.630
C -2.908 1.936 -2.268
C -2.589 2.536 2.016
H -3.634 1.157 -5.477
H -2.025 2.103 -1.658
H -1.051 -2.677 3.711
H 4.587 -2.303 3.420
H 1.139 0.516 2.168
H 3.078 -3.850 -4.612
H -5.922 1.539 -4.618
H -0.916 5.541 0.253
H 7.070 0.369 1.181
H -1.210 2.904 3.613
H -1.692 1.420 -3.944
H 0.623 1.668 -1.811
H 5.059 1.364 0.137
H -3.074 1.725 2.541
H 0.748 -1.913 -2.696
H -5.554 0.924 1.633
H -5.903 0.447 -0.038
H 2.745 -4.914 -0.351
H -6.273 2.157 -2.266
H 2.580 -1.361 2.317
H 3.244 0.947 -1.449
H -2.765 4.361 -0.839
H 1.376 -3.441 -4.285
H 2.663 -2.263 -3.920
H -0.133 4.831 2.494
H 0.672 -3.053 3.566
H -0.507 -4.088 2.764
H 1.468 -4.187 1.621
```



3.
2 unconnected molecules or ions with the total composition C4H9NO4. Source: OMol25; level of theory: the ωB97M-V functional and the def2-TZVPD basis.

Results
highest occupied orbital energy: -8.883 eV
multiplicity: 1
SMILES: O/C=C\CO.O=CNO
charge: 0
maximum force: 5.47 eV/A
gap between HOMO and LUMO: 9.1 eV
energy relative to the best compared isomer or geometry (same formula, charge and spin): 119.7 kcal/mol

XYZ file:
```
18
C4H9NO4, DFT the ωB97M-V functional and the def2-TZVPD basis
O 1.998 1.589 -0.490
O -2.483 1.417 0.329
O 0.030 -2.287 -0.237
O 2.748 -0.761 -0.038
N 1.476 0.936 0.583
C 1.962 -0.262 0.756
C -2.157 0.081 0.128
C -0.003 -0.998 -0.822
C -0.964 -0.008 -0.844
H 2.664 1.041 -0.716
H -0.845 -2.420 0.172
H 1.552 -0.933 1.554
H 0.799 -0.976 -1.580
H -3.028 -0.386 -0.242
H -0.859 0.890 -1.427
H -1.883 -0.372 1.102
H 0.728 1.572 1.039
H -1.736 1.875 0.731
```



4.
A molecular structure, C2H5N2O3. Source: OMol25; level of theory: the ωB97M-V functional and the def2-TZVPD basis.

Results
highest occupied orbital energy (spin up / spin down): -13.225 / -13.580 eV
multiplicity: 1
charge: +1
maximum force: 3.19 eV/A
gap between HOMO and LUMO (spin up / spin down): 7.2 / 8.5 eV
energy relative to the best compared isomer or geometry (same formula, charge and spin): 230.9 kcal/mol

XYZ file:
```
12
C2H5N2O3, DFT the ωB97M-V functional and the def2-TZVPD basis
O -0.153 1.401 0.163
O 3.291 2.191 0.236
O -1.072 -0.670 -0.671
N 2.396 2.802 -0.047
N -1.541 0.334 -0.030
C -0.800 -1.855 0.175
C 0.704 1.276 -0.634
H -1.648 -2.056 0.978
H 0.947 0.656 -1.577
H -1.631 0.340 0.964
H -0.584 -2.804 -0.421
H 0.091 -1.615 0.864
```



5.
A molecular structure, H4IO2Zn. Source: OMol25; level of theory: the ωB97M-V functional and the def2-TZVPD basis.

Results
highest occupied orbital energy (spin up / spin down): -19.794 / -18.525 eV
multiplicity: 2
<S²>: 0.76
charge: +2
maximum force: 1.67 eV/A
gap between HOMO and LUMO (spin up / spin down): 6.9 / 4.5 eV

XYZ file:
```
8
H4IO2Zn, DFT the ωB97M-V functional and the def2-TZVPD basis
I 0.817 -1.469 0.165
Zn 1.848 1.100 0.019
O -2.170 -0.644 2.221
O 1.145 1.133 -1.956
H -1.408 -0.461 1.671
H 0.941 1.534 -2.801
H -1.940 -1.447 2.690
H 0.768 0.255 -2.009
```



6.
3 unconnected molecules or ions with the total composition CH3O3S. Source: OMol25; level of theory: the ωB97M-V functional and the def2-TZVPD basis.

Results
highest occupied orbital energy: -3.965 eV
multiplicity: 1
charge: -1
maximum force: 3.22 eV/A
gap between HOMO and LUMO: 7.6 eV
energy relative to the best compared isomer or geometry (same formula, charge and spin): 32.8 kcal/mol

XYZ file:
```
8
CH3O3S, DFT the ωB97M-V functional and the def2-TZVPD basis
S -0.561 2.659 0.634
O 1.107 0.246 -0.087
O -0.561 -1.100 0.624
O -0.911 1.087 0.851
C 0.019 -0.106 0.359
H 0.677 -2.723 -0.460
H -0.072 2.711 -0.680
H 0.301 -2.774 -1.240
```



7.
A molecular structure, C45H46AsMoN7O3. Source: OMol25; level of theory: the ωB97M-V functional and the def2-TZVPD basis.

Results
highest occupied orbital energy (spin up / spin down): -11.635 / -11.294 eV
multiplicity: 3
<S²>: 2.02
charge: +2
maximum force: 0.71 eV/A
gap between HOMO and LUMO (spin up / spin down): 6.1 / 5.7 eV
energy relative to the best compared isomer or geometry (same formula, charge and spin): 71.6 kcal/mol

XYZ file:
```
103
C45H46AsMoN7O3, DFT the ωB97M-V functional and the def2-TZVPD basis
Mo 1.672 -1.347 -0.918
As -1.610 -0.326 -1.256
O 3.686 -1.803 -0.597
O -0.518 1.072 -0.740
O 3.143 4.067 3.121
N 5.095 -1.752 4.802
N 1.790 -1.340 1.180
N 4.101 0.824 -1.032
N -0.384 -1.546 -1.256
N 1.780 0.838 -0.942
N 0.664 2.884 -1.325
N 4.962 -0.685 5.411
C 3.010 2.929 -1.155
C 4.936 0.958 3.507
C -3.774 -0.168 -3.157
C 1.844 3.571 -1.331
C -2.393 0.027 -2.963
C -3.493 0.385 -5.514
C 2.242 -1.391 3.929
C 5.578 -2.294 2.511
C 3.037 -1.636 1.673
C -2.102 -2.727 1.038
C -1.405 -4.703 -2.991
C -2.123 0.520 -5.300
C 5.279 -2.310 1.130
C 3.567 2.929 3.730
C 4.468 2.149 2.999
C -2.855 -1.424 1.130
C 0.743 -3.582 -1.672
C 0.845 -4.869 -2.172
C -1.550 0.353 -4.053
C 0.820 -1.066 2.031
C -0.582 3.602 -1.626
C -4.287 0.038 -4.435
C 4.509 0.522 4.764
C -0.438 -2.837 -1.828
C -0.235 -5.431 -2.842
C -3.532 0.848 0.488
C 0.668 1.565 -1.028
C -1.512 -3.411 -2.488
C -2.741 -0.304 0.277
C -4.074 0.595 -6.879
C -5.557 -0.187 3.523
C -3.486 2.080 -0.374
C 3.318 -1.624 3.044
C -3.777 -1.342 2.170
C -4.413 0.866 1.552
C 4.663 -1.874 3.438
C -0.066 0.596 -3.954
C 4.032 -1.934 0.701
C 2.407 4.991 3.912
C -4.563 -0.226 2.402
C 2.987 1.511 -1.039
C -4.770 -0.630 -2.121
C 3.681 1.335 5.518
C 3.185 2.528 5.004
C 1.004 -1.111 3.421
H 0.145 1.603 -3.588
H 0.161 -0.926 4.071
H -5.259 0.221 -1.642
H 6.574 -2.548 2.851
H -6.572 -0.130 3.125
H 2.965 5.274 4.806
H 2.529 3.133 5.611
H 1.769 4.638 -1.479
H 1.437 4.579 4.201
H -5.545 -1.211 -2.616
H -0.143 -0.807 1.608
H -0.329 4.450 -2.257
H 0.388 0.520 -4.939
H -3.955 1.636 -7.186
H 4.107 -0.221 -0.926
H -4.350 -1.254 -1.337
H -1.481 0.762 -6.138
H -2.437 -2.856 -2.615
H -5.133 0.351 -6.905
H 3.418 1.022 6.521
H -5.405 0.695 4.146
H 4.813 2.521 2.042
H -1.109 -2.634 0.618
H 6.033 -2.594 0.409
H 1.759 -5.431 -2.034
H -3.875 -2.198 2.828
H -2.250 -5.145 -3.501
H -5.488 -1.072 4.151
H 2.399 -1.448 4.997
H 5.656 0.382 2.943
H 2.258 5.870 3.290
H -3.123 1.899 -1.385
H -1.056 3.949 -0.712
H -5.349 -0.111 -4.588
H -1.255 2.946 -2.170
H 4.975 1.320 -1.106
H 1.601 -3.272 -1.033
H -2.004 -3.146 2.038
H -4.483 2.509 -0.465
H -2.658 -3.453 0.440
H -2.847 2.834 0.089
H 0.435 -0.124 -3.306
H -0.165 -6.435 -3.234
H -5.015 1.752 1.715
H -3.557 -0.020 -7.616
H 3.946 3.464 -1.140
```



8.
C4H6N2OS in the gas phase. Source: OMol25; level of theory: the ωB97M-V functional and the def2-TZVPD basis.

Results
highest occupied orbital energy: -9.330 eV
multiplicity: 1
SMILES: O=C1NN2C[C@H]2[C@H]1S
charge: 0
maximum force: 2.45 eV/A
gap between HOMO and LUMO: 10.1 eV
energy relative to the best compared isomer or geometry (same formula, charge and spin): 68.2 kcal/mol

XYZ file:
```
14
C4H6N2OS, DFT the ωB97M-V functional and the def2-TZVPD basis
S 1.942 -0.714 -0.134
O 0.613 2.199 -0.126
N -1.301 1.025 -0.229
N -1.908 -0.219 0.170
C -0.023 1.191 0.037
C 0.456 -0.140 0.653
C -0.732 -1.011 0.649
C -1.377 -1.369 -0.626
H 1.515 -0.711 -1.414
H -1.888 1.806 -0.221
H -0.955 -1.646 1.517
H -0.850 -1.155 -1.549
H 0.747 0.085 1.688
H -2.014 -2.224 -0.732
```



Molecular weight, record by record: 416.4, 633.4, 135.1, 105.1, 228.3, 95.1, 903.8, 130.2 g/mol